{
  "formula": "C21H25As2INRhS",
  "method": "ωB97M-V/def2-TZVPD",
  "total_charge": 2,
  "homo_ev": [-14.3, -14.3],
  "gap_ha": [0.2006, 0.2001],
  "total_energy_ev": -167278.214,
  "species": ["Rh", "C", "As", "C", "C", "C", "C", "C", "C", "C", "As", "C", "C", "H", "H", "H", "H", "H", "H", "H", "H", "H", "H", "H", "H", "H", "H", "H", "H", "I", "C", "C", "C", "C", "N", "C", "H", "H", "H", "H", "S", "C", "C", "C", "C", "C", "C", "H", "H", "H", "H", "H"],
  "coordinates": [[-0.25, 0.11, -0.38], [3.56, -0.14, -1.24], [2.15, 0.24, 0.00], [2.53, -0.94, 1.47], [2.55, 1.97, 0.75], [3.77, 2.22, 1.35], [3.98, 3.43, 2.01], [2.96, 4.37, 2.06], [1.75, 4.14, 1.43], [1.56, 2.94, 0.75], [-0.04, 2.54, -0.23], [-1.30, 3.94, 0.12], [0.47, 2.95, -2.05], [4.49, -0.15, -0.67], [3.60, 0.63, -2.01], [3.40, -1.11, -1.70], [3.50, -0.69, 1.91], [2.55, -1.96, 1.10], [1.75, -0.85, 2.23], [4.56, 1.48, 1.35], [4.92, 3.62, 2.50], [3.12, 5.30, 2.59], [0.98, 4.90, 1.46], [-0.81, 4.86, -0.17], [-1.59, 3.97, 1.17], [-2.19, 3.77, -0.49], [0.96, 3.92, -2.08], [-0.43, 2.97, -2.67], [1.14, 2.18, -2.44], [-5.20, -1.03, -3.37], [-4.32, -0.43, -1.61], [-5.07, -0.19, -0.46], [-4.41, 0.21, 0.69], [-3.04, 0.36, 0.67], [-2.32, 0.13, -0.44], [-2.95, -0.25, -1.56], [-6.14, -0.32, -0.46], [-4.96, 0.40, 1.61], [-2.49, 0.67, 1.55], [-2.33, -0.42, -2.43], [-0.15, -2.07, -0.54], [-0.56, -3.69, -0.33], [0.46, -4.62, -0.05], [0.13, -5.95, 0.09], [-1.20, -6.35, -0.05], [-2.22, -5.44, -0.32], [-1.91, -4.10, -0.46], [1.49, -4.29, 0.04], [0.90, -6.68, 0.30], [-1.44, -7.40, 0.05], [-3.24, -5.78, -0.41], [-2.68, -3.37, -0.66]],
  "lowdin_charge": [0.22, -0.24, 1.05, -0.26, -0.42, -0.08, -0.04, -0.04, -0.08, -0.42, 1.10, -0.25, -0.25, 0.05, 0.04, 0.04, 0.04, 0.02, 0.04, 0.11, 0.12, 0.12, 0.10, 0.05, 0.05, 0.04, 0.05, 0.04, 0.02, 1.00, -0.74, -0.09, -0.02, -0.13, -0.16, -0.23, 0.12, 0.13, 0.11, 0.09, 0.86, -0.61, -0.07, -0.03, 0.01, -0.03, -0.06, 0.11, 0.13, 0.13, 0.13, 0.11]
}

=====

{
  "formula": "C5H13NO",
  "method": "ωB97M-V/def2-TZVPD",
  "smiles": "CC(C)CNCO",
  "homo_ev": -8.2,
  "gap_ha": 0.3374,
  "total_energy_ev": -8932.766,
  "species": ["C", "C", "C", "C", "N", "C", "O", "H", "H", "H", "H", "H", "H", "H", "H", "H", "H", "H", "H", "H"],
  "coordinates": [[0.57, -0.27, 0.20], [0.39, 0.32, -1.20], [1.17, -0.56, -2.18], [-1.08, 0.46, -1.57], [-0.16, 0.40, 1.25], [-0.35, -0.28, 2.49], [-0.46, 0.65, 3.54], [1.65, -0.32, 0.42], [0.24, -1.32, 0.18], [0.78, 1.35, -1.14], [1.64, 0.04, -2.95], [1.99, -1.10, -1.70], [0.52, -1.29, -2.64], [-1.65, -0.43, -1.33], [-1.52, 1.26, -0.98], [-1.20, 0.81, -2.60], [-0.46, 1.35, 1.20], [-1.22, -0.93, 2.50], [0.55, -0.86, 2.72], [-1.38, 0.74, 3.80]],
  "lowdin_charge": [-0.24, -0.42, -0.08, -0.09, -0.06, -0.32, -0.04, 0.12, 0.13, 0.13, 0.07, 0.07, 0.07, 0.09, 0.06, 0.08, 0.12, 0.12, 0.12, 0.08]
}